No. 1
DFT (ωB97M-V/def2-TZVPD) results for a single C4H8O2 molecule.

Results
SMILES: CCC(=O)CO
HOMO-LUMO gap in Ha: 0.4099
LUMO in eV: 0.841
Highest occupied orbital energy in eV: -10.3
Energy relative to the best compared isomer or geometry (same formula, charge and spin) in eV: 0.8521

Element x y z (Å)
1 C 1.96003 0.63365 -0.17487
2 C 0.55364 0.48370 -0.73457
3 C -0.34432 -0.15081 0.31282
4 O 0.05596 -0.29329 1.45167
5 C -1.76213 -0.62944 0.00639
6 O -2.29430 -1.27455 1.12445
7 H 1.93065 1.18845 0.77068
8 H 2.61780 1.18050 -0.85247
9 H 2.42534 -0.32411 0.08590
10 H 0.46915 -0.09942 -1.66865
11 H 0.14614 1.46930 -1.01312
12 H -2.36304 0.25274 -0.27563
13 H -1.75958 -1.30548 -0.86233
14 H -1.63533 -1.13124 1.82972

Quick look at the Mulliken charges, all values in e: atom 1 (C): -1.126, atom 2 (C): -0.356, atom 3 (C): 0.688, atom 4 (O): -0.641, atom 5 (C): -0.447, atom 6 (O): -0.536, atom 7 (H): 0.277, atom 8 (H): 0.358, atom 9 (H): 0.306, atom 10 (H): 0.312, atom 11 (H): 0.282, atom 12 (H): 0.232, atom 13 (H): 0.270, atom 14 (H): 0.382

No. 2
DFT (ωB97M-V/def2-TZVPD) results for 2 unconnected molecules or ions with the total composition C4H8O2.

Results
SMILES: O[C@]12C[C@@H]1C2.O
HOMO-LUMO gap in Ha: 0.3625
LUMO in eV: 0.719
Highest occupied orbital energy in eV: -9.1
Energy relative to the best compared isomer or geometry (same formula, charge and spin) in eV: 3.2935

Element x y z (Å)
1 O -0.09812 2.23685 1.09064
2 C -0.37798 0.94566 0.71227
3 C -0.23904 -0.31171 1.48976
4 C 0.51528 -0.10185 0.20309
5 C -0.63723 0.39610 -0.63921
6 H -0.72304 2.81069 0.63526
7 H 0.34191 -0.23630 2.40683
8 H -1.03747 -1.05966 1.52081
9 H 1.58087 -0.06654 0.02146
10 H -1.51368 -0.23871 -0.81083
11 H -0.38109 1.03173 -1.48712
12 O 0.80261 -2.18159 -1.84014
13 H 0.29573 -1.68095 -1.18863
14 H 1.47121 -1.54372 -2.11417

Quick look at the Mulliken charges, all values in e: atom 1 (O): -0.512, atom 2 (C): 0.451, atom 3 (C): -0.599, atom 4 (C): -0.445, atom 5 (C): -0.549, atom 6 (H): 0.339, atom 7 (H): 0.261, atom 8 (H): 0.162, atom 9 (H): 0.316, atom 10 (H): 0.243, atom 11 (H): 0.298, atom 12 (O): -0.672, atom 13 (H): 0.387, atom 14 (H): 0.319

No. 3
DFT (ωB97M-V/def2-TZVPD) results for a single C4H8O2 molecule.

Results
HOMO-LUMO gap in Ha: 0.3293
LUMO in eV: 0.391
Highest occupied orbital energy in eV: -8.6
Energy relative to the best compared isomer or geometry (same formula, charge and spin) in eV: 3.5532

Element x y z (Å)
1 C -0.61982 -1.35269 -0.50490
2 C -0.54750 -0.19034 0.44490
3 O 0.69876 -0.62058 1.52720
4 C 0.03535 1.09587 0.07813
5 C 0.73377 1.32101 -1.16756
6 O 1.08840 0.48651 -1.99016
7 H -0.92499 -2.26525 0.01442
8 H -1.36332 -1.11591 -1.27414
9 H 0.33271 -1.49335 -1.01254
10 H -1.39718 -0.12880 1.12774
11 H 0.40341 -0.50827 2.44852
12 H 0.97500 0.40136 1.10053
13 H -0.39648 1.97733 0.54815
14 H 0.98190 2.39311 -1.34029

Quick look at the Mulliken charges, all values in e: atom 1 (C): -1.289, atom 2 (C): 0.334, atom 3 (O): -0.605, atom 4 (C): -0.753, atom 5 (C): -0.049, atom 6 (O): -0.565, atom 7 (H): 0.359, atom 8 (H): 0.330, atom 9 (H): 0.327, atom 10 (H): 0.379, atom 11 (H): 0.402, atom 12 (H): 0.411, atom 13 (H): 0.400, atom 14 (H): 0.320

No. 4
DFT (ωB97M-V/def2-TZVPD) results for a single C4H8O2 molecule.

Results
HOMO-LUMO gap in Ha: 0.3291
LUMO in eV: 0.711
Highest occupied orbital energy in eV: -8.2
Energy relative to the best compared isomer or geometry (same formula, charge and spin) in eV: 4.8662

Element x y z (Å)
1 O 0.41649 -0.42654 -1.55787
2 C 1.32776 0.21916 -0.68208
3 C 0.47158 0.77098 0.47526
4 C -0.97451 0.88342 0.05027
5 C -0.60036 -0.09872 0.99024
6 O -0.50548 -1.66703 0.35378
7 H -0.07878 -1.38766 -0.58911
8 H 1.84337 1.03429 -1.20384
9 H 2.07065 -0.50654 -0.33295
10 H 0.98514 1.41590 1.18938
11 H -0.46299 0.18709 -1.28431
12 H -1.67450 1.68279 0.25869
13 H -0.85338 -0.31074 2.02261
14 H -1.42684 -1.90124 0.14945

Quick look at the Mulliken charges, all values in e: atom 1 (O): -0.754, atom 2 (C): -0.483, atom 3 (C): -0.151, atom 4 (C): -1.006, atom 5 (C): 0.028, atom 6 (O): -0.599, atom 7 (H): 0.592, atom 8 (H): 0.339, atom 9 (H): 0.263, atom 10 (H): 0.356, atom 11 (H): 0.385, atom 12 (H): 0.263, atom 13 (H): 0.396, atom 14 (H): 0.372

No. 5
DFT (ωB97M-V/def2-TZVPD) results for a single C4H8O2 molecule.

Results
SMILES: CO[C@@H](C)C=O
HOMO-LUMO gap in Ha: 0.3936
LUMO in eV: 1.031
Highest occupied orbital energy in eV: -9.7
Energy relative to the best compared isomer or geometry (same formula, charge and spin) in eV: 1.5540

Element x y z (Å)
1 C 1.91862 0.06624 -0.47663
2 O 0.80905 -0.69270 -0.04950
3 C -0.41503 -0.00823 -0.19304
4 C -1.53026 -1.01186 0.07482
5 C -0.49176 1.13708 0.80635
6 O -0.85659 2.25292 0.52820
7 H 2.80567 -0.55177 -0.32330
8 H 1.83712 0.32565 -1.54222
9 H 2.02970 0.99840 0.09827
10 H -0.51033 0.43055 -1.19779
11 H -1.68227 -1.65539 -0.79491
12 H -1.24717 -1.64163 0.92302
13 H -2.47624 -0.51133 0.30531
14 H -0.19050 0.86206 1.84143

Quick look at the Mulliken charges, all values in e: atom 1 (C): -0.698, atom 2 (O): -0.389, atom 3 (C): 0.534, atom 4 (C): -1.347, atom 5 (C): -0.168, atom 6 (O): -0.467, atom 7 (H): 0.263, atom 8 (H): 0.294, atom 9 (H): 0.302, atom 10 (H): 0.287, atom 11 (H): 0.307, atom 12 (H): 0.338, atom 13 (H): 0.377, atom 14 (H): 0.369

No. 6
DFT (ωB97M-V/def2-TZVPD) results for a single C4H8O2 molecule.

Results
SMILES: CC[C@@H](O)C=O
HOMO-LUMO gap in Ha: 0.4061
LUMO in eV: 0.863
Highest occupied orbital energy in eV: -10.2
Energy relative to the best compared isomer or geometry (same formula, charge and spin) in eV: 1.1014

Element x y z (Å)
1 C -1.14493 -1.03201 0.00869
2 C -0.75409 0.30945 -0.63271
3 C 0.47285 0.94571 0.04069
4 O 0.24475 1.20597 1.39827
5 C 1.62848 -0.01666 -0.13380
6 O 2.02055 -0.71033 0.77888
7 H -1.60785 -1.69874 -0.72558
8 H -1.84276 -0.88739 0.83928
9 H -0.27377 -1.55672 0.41208
10 H -1.57703 1.02376 -0.53650
11 H -0.55838 0.19717 -1.70824
12 H 0.71867 1.88527 -0.47267
13 H 0.62376 0.45639 1.88567
14 H 2.04975 -0.12187 -1.15407

Quick look at the Mulliken charges, all values in e: atom 1 (C): -1.008, atom 2 (C): -0.520, atom 3 (C): -0.033, atom 4 (O): -0.561, atom 5 (C): -0.008, atom 6 (O): -0.491, atom 7 (H): 0.311, atom 8 (H): 0.250, atom 9 (H): 0.283, atom 10 (H): 0.326, atom 11 (H): 0.391, atom 12 (H): 0.336, atom 13 (H): 0.361, atom 14 (H): 0.363

No. 7
DFT (ωB97M-V/def2-TZVPD) results for 2 unconnected molecules or ions with the total composition C4H8O2S.

Results
SMILES: OCC(O)=S.C=C
HOMO-LUMO gap in Ha: 0.3577
LUMO in eV: 0.234
Highest occupied orbital energy in eV: -9.5
Energy relative to the best compared isomer or geometry (same formula, charge and spin) in eV: 1.7306

Element x y z (Å)
1 O 1.39643 1.93783 0.35575
2 C 1.32229 1.07292 -0.73107
3 C 1.74331 -0.32777 -0.41300
4 O 1.47064 -1.20921 -1.36808
5 S 2.46885 -0.73274 0.98724
6 H 1.91640 1.50737 1.05167
7 H 1.95985 1.43634 -1.55326
8 H 0.28957 1.04742 -1.09938
9 H 1.74074 -2.10012 -1.09997
10 C -1.84537 0.03918 0.26268
11 C -1.44337 -0.83972 1.15687
12 H -2.19588 -0.25606 -0.71340
13 H -1.84669 1.09660 0.46936
14 H -1.44264 -1.89912 0.96014
15 H -1.09504 -0.53670 2.13063

Quick look at the Mulliken charges, all values in e: atom 1 (O): -0.443, atom 2 (C): -0.231, atom 3 (C): 0.331, atom 4 (O): -0.416, atom 5 (S): -0.367, atom 6 (H): 0.288, atom 7 (H): 0.259, atom 8 (H): 0.218, atom 9 (H): 0.352, atom 10 (C): -0.560, atom 11 (C): -0.455, atom 12 (H): 0.261, atom 13 (H): 0.271, atom 14 (H): 0.254, atom 15 (H): 0.238

No. 8
DFT (ωB97M-V/def2-TZVPD) results for 2 unconnected molecules or ions with the total composition C4H8O2S at a distorted geometry.

Results
SMILES: C=C[C@@H](S)C=O.O
HOMO-LUMO gap in Ha: 0.3455
LUMO in eV: 0.360
Highest occupied orbital energy in eV: -9.0
Energy relative to the best compared isomer or geometry (same formula, charge and spin) in eV: 3.5949

Element x y z (Å)
1 C -1.72791 1.26664 0.53188
2 C -0.46405 1.00486 0.40383
3 C 0.24103 0.36582 -0.66030
4 S 2.01672 0.61760 -0.50999
5 C -0.05018 -1.20272 -0.71624
6 O -1.28772 -1.45485 -0.58544
7 H -2.02164 1.83148 1.38643
8 H -2.17453 0.78240 -0.29299
9 H 0.29756 1.52258 0.98404
10 H -0.03724 0.65023 -1.75545
11 H 1.96301 1.16171 -1.81148
12 H 0.74525 -1.93218 -1.07774
13 O 0.93720 -1.59375 1.02571
14 H 1.32420 -0.89743 1.59148
15 H 0.23832 -2.12239 1.48627

Quick look at the Mulliken charges, all values in e: atom 1 (C): -0.844, atom 2 (C): -0.290, atom 3 (C): -0.146, atom 4 (S): -0.171, atom 5 (C): 0.224, atom 6 (O): -0.571, atom 7 (H): 0.321, atom 8 (H): 0.302, atom 9 (H): 0.300, atom 10 (H): 0.296, atom 11 (H): 0.187, atom 12 (H): 0.339, atom 13 (O): -0.600, atom 14 (H): 0.313, atom 15 (H): 0.341